# 1
A gas-phase ion, C6H15N2 (charge +1), computed with ωB97M-V with the def2-TZVPD basis set.

The geometry in XYZ format:
```
23
Properties=species:S:1:pos:R:3:mulliken_charge:R:1
C 2.347 -0.083 0.461 -0.120
C -2.382 -0.779 0.050 -1.720
C -0.989 1.052 1.069 -1.652
C -0.880 0.612 -1.401 -1.795
C 0.159 -1.128 0.283 -1.043
C -1.081 0.000 -0.025 1.885
N 3.441 0.427 -0.067 -0.272
N 1.412 -0.661 -0.227 -0.080
H 2.222 -0.018 1.537 0.387
H -2.451 -1.499 -0.762 0.445
H -2.470 -1.309 0.994 0.403
H -3.223 -0.096 -0.033 0.428
H -0.005 1.518 1.090 0.405
H -1.722 1.836 0.894 0.420
H -1.194 0.617 2.045 0.428
H -0.005 1.259 -1.432 0.388
H -1.745 1.226 -1.644 0.464
H -0.799 -0.152 -2.171 0.409
H -0.117 -2.049 -0.226 0.393
H 0.207 -1.283 1.356 0.437
H 4.157 0.841 0.508 0.255
H 3.612 0.389 -1.062 0.218
H 1.509 -0.721 -1.236 0.317
```

Calculated values
- ΔE to the lowest compared entry with this formula, charge and spin (kcal/mol) = 10.85
- net charge = +1
- highest occupied orbital energy (spin up / spin down) (eV) = -9.77 / -15.17
- orbital gap (spin up / spin down) (eV) = 6.9 / 7.2
- multiplicity = 3

---

# 2
2 unconnected molecules or ions with the total composition C6H15N2O, computed with ωB97M-V with the def2-TZVPD basis set.

The geometry in XYZ format:
```
24
Properties=species:S:1:pos:R:3:mulliken_charge:R:1
C 0.110 -1.196 2.252 0.120
C 1.947 0.495 -1.048 -1.048
C 0.445 -1.417 -1.275 -1.204
C -0.422 1.921 0.205 -1.089
C -1.168 1.064 -1.809 -0.653
C 0.769 0.000 -0.949 0.595
N -0.182 -1.628 3.509 -0.387
N -0.443 0.625 -0.592 0.023
O -0.746 -0.804 1.543 -0.636
H 2.082 1.478 -0.929 0.374
H 1.175 -1.134 2.011 0.319
H 2.791 0.088 -1.587 0.331
H 1.238 -2.135 -1.784 0.338
H 0.128 -1.906 -0.406 0.293
H -0.477 -1.372 -1.939 0.252
H -0.102 1.798 1.194 0.311
H 0.104 2.795 -0.170 0.386
H -1.476 2.211 0.266 0.467
H -0.779 2.059 -2.237 0.316
H -1.116 0.151 -2.479 0.244
H -2.243 1.112 -1.620 0.424
H 0.487 -2.099 4.193 0.270
H -1.086 -1.937 3.668 0.257
H -1.037 -0.172 -0.018 0.697
```

Calculated values
- ΔE to the lowest compared entry with this formula, charge and spin (kcal/mol) = 40.64
- net charge = +1
- highest occupied orbital energy (eV) = -14.18
- orbital gap (eV) = 11.8
- multiplicity = 1

---

# 3
2 unconnected molecules or ions with the total composition C6H15N2PS, computed with ωB97M-V with the def2-TZVPD basis set.

The geometry in XYZ format:
```
25
Properties=species:S:1:pos:R:3:mulliken_charge:R:1
C -2.178 1.949 -0.490 -0.188
C -1.819 1.137 -1.776 -0.258
C 0.110 0.788 2.977 -1.092
C 1.319 -0.871 -1.579 -1.019
C 0.115 -2.823 -0.642 -1.036
C 0.952 0.058 1.885 -0.580
N -0.767 1.724 -0.932 -0.410
N 0.418 -1.399 -0.611 0.272
P -0.312 -0.345 0.504 0.179
S -1.869 -1.119 1.453 -0.392
H -2.368 2.928 -0.518 0.325
H -2.480 1.359 0.473 0.022
H -1.973 0.055 -1.698 0.120
H -1.943 1.498 -2.745 0.294
H 0.588 0.954 4.016 0.315
H -0.007 1.826 2.617 0.287
H -0.840 0.290 3.166 0.335
H 2.288 -0.920 -1.159 0.347
H 1.342 -1.423 -2.648 0.263
H 1.133 0.146 -1.793 0.398
H -0.858 -2.925 -0.225 0.363
H 0.108 -3.103 -1.669 0.364
H 0.775 -3.349 -0.017 0.291
H 1.336 -0.775 2.347 0.424
H 1.778 0.640 1.419 0.375
```

Calculated values
- ΔE to the lowest compared entry with this formula, charge and spin (kcal/mol) = 27.09
- highest occupied orbital energy (spin up / spin down) (eV) = -8.29 / -8.51
- orbital gap (spin up / spin down) (eV) = 7.6 / 7.7
- multiplicity = 1

---

# 4
A molecular structure, C6H15N2Tl, computed with ωB97M-V with the def2-TZVPD basis set.

The geometry in XYZ format:
```
24
Properties=species:S:1:pos:R:3:mulliken_charge:R:1
C 1.804 -2.250 0.760 -1.304
C 0.900 -2.031 -0.462 -0.341
C -0.335 -1.252 -0.010 -0.622
C -0.933 -0.375 -1.121 -0.771
N -1.566 0.816 -0.494 -0.067
C -0.757 1.880 -0.389 0.009
C -0.364 2.434 1.019 -0.412
N 1.057 2.635 1.051 -0.485
H 1.158 -2.356 1.620 0.360
H 2.417 -1.376 0.925 0.317
H 2.404 -3.137 0.652 0.385
H 1.425 -1.528 -1.264 0.359
H 0.592 -3.008 -0.804 0.341
H -0.059 -0.613 0.821 0.279
H -1.099 -1.915 0.370 0.375
H -0.207 -0.122 -1.884 0.363
H -1.713 -0.974 -1.594 0.414
H -2.511 1.039 -0.915 0.267
H 0.139 1.670 -0.970 0.274
H -0.635 1.706 1.771 0.366
H -0.874 3.361 1.238 0.327
H 1.522 1.798 1.389 0.296
H 1.465 2.812 0.140 0.291
Tl -3.829 0.786 -1.850 0.979
```

Calculated values
- net charge = +2
- highest occupied orbital energy (eV) = -17.43
- orbital gap (eV) = 6.8
- multiplicity = 1

---

# 5
2 unconnected molecules or ions with the total composition C6H15N3, computed with ωB97M-V with the def2-TZVPD basis set.

The geometry in XYZ format:
```
24
Properties=species:S:1:pos:R:3:mulliken_charge:R:1
C 1.922 0.492 -1.234 -0.634
C 0.811 0.529 -0.204 0.146
C 3.054 -0.342 -0.612 -0.753
C 0.454 -0.842 0.345 -0.521
C 1.402 0.091 1.029 -0.580
C -2.976 -0.022 -0.089 -0.112
N -2.128 0.807 0.139 -0.279
N 2.796 -0.338 0.924 -0.128
N -4.623 0.028 0.076 -0.398
H 1.515 0.175 -2.164 0.392
H 2.225 1.644 -1.337 0.360
H 0.074 1.329 -0.435 0.304
H 1.028 -1.669 -0.131 0.129
H 2.895 -1.411 -1.025 0.301
H 4.019 0.026 -1.014 0.399
H -0.443 -1.207 0.724 0.360
H 1.050 0.474 1.952 0.461
H -2.829 -1.061 -0.451 0.359
H -2.054 1.798 0.472 0.303
H 2.996 -1.250 1.453 0.379
H 3.520 0.385 1.216 0.399
H -4.927 1.057 0.296 0.400
H -4.795 -0.558 0.871 0.363
H -4.989 -0.135 -0.802 0.350
```

Calculated values
- ΔE to the lowest compared entry with this formula, charge and spin (kcal/mol) = 68.23
- net charge = +2
- highest occupied orbital energy (eV) = -17.43
- orbital gap (eV) = 10.9
- multiplicity = 1

---

# 6
2 unconnected molecules or ions with the total composition C6H15N3O, computed with ωB97M-V with the def2-TZVPD basis set.

The geometry in XYZ format:
```
25
Properties=species:S:1:pos:R:3:mulliken_charge:R:1
H 2.657 -2.308 0.009 0.280
N 1.818 -1.947 -0.452 -0.677
C 0.807 -1.841 0.291 0.746
C 0.681 -2.165 1.742 -1.301
C -0.576 -1.354 -0.461 0.386
N -0.417 -1.357 -1.810 -0.279
O -1.658 -1.406 0.100 -0.659
H 1.127 -1.368 2.337 0.256
H 1.200 -3.095 1.979 0.435
H -0.370 -2.252 2.009 0.325
H 0.522 -1.492 -2.154 0.230
H -1.233 -1.370 -2.397 0.264
C -0.564 1.805 1.294 -1.565
C -0.376 1.391 -0.155 1.853
C 0.705 2.163 -0.888 -1.597
N -1.629 1.479 -0.847 -0.708
H -1.276 1.135 1.772 0.354
H -0.943 2.824 1.346 0.400
H 0.381 1.755 1.831 0.334
H 0.055 0.252 -0.067 -0.755
H 1.654 2.085 -0.359 0.347
H 0.428 3.216 -0.959 0.401
H 0.834 1.771 -1.896 0.378
H -2.304 0.840 -0.438 0.294
H -1.524 1.238 -1.827 0.260
```

Calculated values
- ΔE to the lowest compared entry with this formula, charge and spin (kcal/mol) = 18.98
- structure (SMILES) = [H]/N=C(\C)C(N)=O.CC(C)N
- highest occupied orbital energy (eV) = -9.02
- orbital gap (eV) = 9.8
- multiplicity = 1

---

One value per record, in order, for largest force on an atom: 7.77; 4.53; 5.86; 6.02; 6.27; 3.07 eV/Å.
One value per record, in order, for E: -346.7279; -422.0549; -1086.5193; -518.7860; -401.1673; -477.1108 Ha.